Arrangement i

Entry from OMol25: a cluster of 2 separate species, C5H14 in total (the ωB97M-V functional and the def2-TZVPD basis).

Each line ends with the natural charge from an NBO analysis.
Positions of all 19 atoms, in Å:
C  1.5778  -1.1057  0.9698  -0.62
C  2.7017  -2.0048  1.4669  -0.61
H  1.8290  -0.4228  0.1471  0.20
H  0.7628  -1.6035  0.4358  0.20
H  1.1069  -0.5126  1.7462  0.21
H  2.7468  -2.9585  0.9458  0.21
H  3.6750  -1.5176  1.3989  0.21
H  2.5197  -2.1826  2.5151  0.21
C  -1.2610  1.0955  -0.2916  -0.40
C  -0.6369  1.7597  -1.5226  -0.60
C  -2.6448  0.4849  -0.6283  -0.61
H  -0.6130  0.2571  -0.0273  0.20
H  -1.3267  1.7932  0.5372  0.20
H  -1.3534  2.4463  -1.9580  0.20
H  -2.5540  -0.5683  -0.8584  0.21
H  -3.3906  0.7020  0.1395  0.21
H  -3.0758  1.0597  -1.4594  0.20
H  0.2992  2.2614  -1.2788  0.21
H  -0.3624  1.0165  -2.2778  0.20

Its HOMO-LUMO gap is 12.5 eV. As for the total charge: 0. The calculation puts the molar mass at 74.2 g/mol.

Arrangement ii

Entry from OMol25: a cluster of 2 separate species, C5H14 in total (the ωB97M-V functional and the def2-TZVPD basis).

Each line ends with the natural charge from an NBO analysis.
Positions of all 19 atoms, in Å:
C  -0.3849  1.1655  2.2876  -0.40
C  0.7484  0.1656  1.9527  -0.60
C  -1.2665  1.1297  1.0369  -0.62
H  -0.0334  2.1412  2.5600  0.20
H  -0.9021  0.7910  3.1899  0.19
H  1.3151  -0.0425  2.8560  0.21
H  0.3641  -0.8166  1.6318  0.20
H  -0.6356  1.3881  0.1809  0.20
H  -2.1869  1.6974  1.0392  0.21
H  1.2618  0.5290  1.0789  0.20
H  -1.7745  0.1933  0.8280  0.21
C  1.0846  -0.7629  -2.7001  -0.60
C  -0.1584  -1.3515  -1.9762  -0.61
H  1.1240  0.2860  -2.4221  0.20
H  1.9850  -1.3146  -2.4471  0.20
H  0.8715  -0.8458  -3.7568  0.20
H  -0.4711  -2.2485  -2.5249  0.20
H  -0.0542  -1.5470  -0.9088  0.20
H  -0.8869  -0.5574  -1.9058  0.20

Its HOMO-LUMO gap is 12.4 eV. As for the total charge: 0. The calculation puts the molar mass at 74.2 g/mol.

Arrangement iii

Entry from OMol25: a cluster of 2 separate species, C5H14 in total (the ωB97M-V functional and the def2-TZVPD basis).

Each line ends with the natural charge from an NBO analysis.
Positions of all 19 atoms, in Å:
C  -0.3007  -1.5362  0.6335  -0.41
C  -0.5499  -0.6993  1.8701  -0.63
C  1.1584  -1.6799  0.1442  -0.62
H  -0.6493  -2.5445  0.8553  0.20
H  -0.9346  -1.1310  -0.1586  0.20
H  0.3446  -0.3709  2.4070  0.21
H  1.5301  -0.7159  -0.1739  0.21
H  1.6751  -2.3118  0.8661  0.21
H  1.2668  -2.4652  -0.6252  0.21
H  -1.2479  0.1120  1.6737  0.21
H  -0.9361  -1.2293  2.7564  0.21
C  -0.4884  1.8641  -1.9911  -0.61
C  0.1422  1.9446  -0.6217  -0.61
H  -0.5890  2.8730  -2.4027  0.20
H  0.0569  1.2829  -2.7339  0.20
H  -1.4707  1.3838  -1.9416  0.20
H  0.0784  1.0028  -0.0717  0.20
H  -0.3079  2.7022  0.0179  0.21
H  1.2098  2.1444  -0.7573  0.20

Its HOMO-LUMO gap is 12.2 eV. As for the total charge: 0. The calculation puts the molar mass at 74.2 g/mol.

Arrangement iv

Entry from OMol25: a cluster of 2 separate species, C5H14 in total (the ωB97M-V functional and the def2-TZVPD basis).

Each line ends with the natural charge from an NBO analysis.
Positions of all 19 atoms, in Å:
C  -2.0998  1.6062  1.6778  -0.61
C  -2.8278  0.4239  0.9507  -0.61
H  -2.4880  1.6079  2.6949  0.20
H  -1.0062  1.5118  1.6871  0.20
H  -2.2495  2.5691  1.1935  0.20
H  -2.1413  -0.4169  0.9239  0.20
H  -3.0455  0.7443  -0.0599  0.20
H  -3.7182  0.1347  1.5071  0.20
C  1.4586  -0.4550  -0.5774  -0.40
C  2.2046  -1.7555  -0.2448  -0.60
C  1.5921  0.0484  -1.9962  -0.61
H  1.7471  0.2837  0.1680  0.20
H  0.4143  -0.6531  -0.3080  0.19
H  3.2175  -1.7288  -0.6632  0.20
H  2.3266  -1.8746  0.8287  0.21
H  2.5689  -0.2082  -2.4156  0.20
H  1.5069  1.1344  -2.0333  0.21
H  1.6992  -2.6212  -0.6608  0.20
H  0.8405  -0.3509  -2.6723  0.21

Its HOMO-LUMO gap is 12.4 eV. As for the total charge: 0. The calculation puts the molar mass at 74.2 g/mol.

Stability check: which of them is least stable? arrangement iii.

Arrangement i

Entry from OMol25: a cluster of 2 separate species, C5H14 in total (the ωB97M-V functional and the def2-TZVPD basis).

Each line ends with the natural charge from an NBO analysis.
Positions of all 19 atoms, in Å:
C  0.3027  -1.5633  0.8506  -0.40
C  0.3840  -0.4282  1.8975  -0.62
C  1.6176  -2.3490  0.7118  -0.60
H  0.0117  -1.2974  -0.1695  0.20
H  -0.4248  -2.3156  1.1268  0.19
H  -0.5434  -0.5218  2.4475  0.21
H  1.2597  -0.5732  2.5260  0.21
H  2.3993  -1.8080  0.2026  0.20
H  1.4363  -3.2963  0.1866  0.20
H  0.4912  0.5431  1.4206  0.21
H  1.9885  -2.7188  1.6730  0.20
C  -1.3631  2.8021  -1.8579  -0.61
C  -0.9573  1.3745  -1.4812  -0.62
H  -1.6197  2.9188  -2.9108  0.20
H  -2.1437  3.2009  -1.2281  0.21
H  -0.5310  3.5010  -1.7279  0.20
H  -0.6285  0.8195  -2.3616  0.21
H  -1.6753  0.7834  -0.9314  0.21
H  -0.0628  1.4667  -0.8582  0.20

Its HOMO-LUMO gap is 12.5 eV. As for the total charge: 0. The calculation puts the molar mass at 74.2 g/mol.

Arrangement ii

Entry from OMol25: a cluster of 2 separate species, C5H14 in total (the ωB97M-V functional and the def2-TZVPD basis).

Each line ends with the natural charge from an NBO analysis.
Positions of all 19 atoms, in Å:
C  -0.3760  2.0469  0.2230  -0.59
C  -1.7799  2.5927  0.8894  -0.63
H  0.1181  1.5437  0.9396  0.19
H  -0.6371  1.3708  -0.5222  0.20
H  0.3653  2.7678  -0.1950  0.21
H  -2.5191  1.7637  0.9906  0.21
H  -1.5603  3.2061  1.7586  0.21
H  -2.2955  3.4281  0.3875  0.21
C  0.5444  -1.1615  -0.0716  -0.40
C  0.1810  -1.4344  -1.5590  -0.64
C  1.5615  -2.2443  0.4697  -0.62
H  0.9863  -0.2114  0.0610  0.20
H  -0.3865  -1.0843  0.5092  0.20
H  1.1761  -1.6012  -2.0993  0.21
H  1.0721  -3.1998  0.3789  0.21
H  -0.6079  -1.0058  -2.2236  0.23
H  -0.2661  -2.5188  -1.5778  0.19
H  2.5592  -2.1472  0.0683  0.21
H  1.8645  -2.1112  1.5728  0.21

Its HOMO-LUMO gap is 12.2 eV. As for the total charge: 0. The calculation puts the molar mass at 74.2 g/mol.

Stability check: which of them is least stable? arrangement ii.

Arrangement i

Entry from OMol25: a cluster of 2 separate species, C5H14 in total (the ωB97M-V functional and the def2-TZVPD basis).

Each line ends with the natural charge from an NBO analysis.
Positions of all 19 atoms, in Å:
C  -0.8241  2.7457  -1.2038  -0.61
C  -1.5134  2.2021  0.0493  -0.61
H  -0.0199  2.0844  -1.4929  0.21
H  -1.5716  3.0509  -1.9126  0.21
H  -0.3079  3.6872  -0.9759  0.19
H  -0.8277  2.1258  0.8976  0.20
H  -1.6869  1.1512  -0.2093  0.20
H  -2.4248  2.7071  0.3524  0.21
C  0.6928  -1.9210  -0.1924  -0.39
C  1.5160  -0.6980  0.2299  -0.61
C  0.3498  -2.8091  1.0185  -0.61
H  -0.2426  -1.5737  -0.6511  0.19
H  1.1644  -2.5408  -0.9581  0.19
H  2.0990  -0.9755  1.1053  0.20
H  1.2554  -3.3039  1.3227  0.20
H  -0.0942  -2.2079  1.8033  0.20
H  -0.4423  -3.5193  0.7664  0.21
H  2.0349  -0.2551  -0.6159  0.21
H  0.8432  0.0497  0.6668  0.20

Its HOMO-LUMO gap is 12.5 eV. As for the total charge: 0. The calculation puts the molar mass at 74.2 g/mol.

Arrangement ii

Entry from OMol25: a cluster of 2 separate species, C5H14 in total (the ωB97M-V functional and the def2-TZVPD basis).

Each line ends with the natural charge from an NBO analysis.
Positions of all 19 atoms, in Å:
C  -0.9545  -1.3770  -1.7587  -0.41
C  -0.9176  0.0913  -1.1625  -0.60
C  0.3452  -2.1502  -1.6377  -0.63
H  -1.6969  -2.0325  -1.1496  0.18
H  -1.5851  -1.0585  -2.6714  0.22
H  -0.2852  0.6785  -1.8732  0.20
H  0.7994  -2.0209  -2.7219  0.21
H  0.9493  -1.8796  -0.7713  0.22
H  -0.3677  0.1280  -0.2242  0.19
H  -1.9347  0.3822  -1.1061  0.21
H  0.1967  -3.2493  -1.5698  0.21
C  0.5967  2.3154  1.9744  -0.58
C  0.8479  0.8208  2.1979  -0.62
H  1.3700  2.8331  2.3053  0.19
H  -0.3961  2.7231  2.5825  0.19
H  0.3756  2.4820  0.9121  0.20
H  1.8810  0.4350  2.0105  0.21
H  0.2201  0.3564  1.3789  0.20
H  0.5558  0.5223  3.2849  0.21

Its HOMO-LUMO gap is 11.6 eV. As for the total charge: 0. The calculation puts the molar mass at 74.2 g/mol.

Arrangement iii

Entry from OMol25: a cluster of 2 separate species, C5H14 in total (the ωB97M-V functional and the def2-TZVPD basis).

Each line ends with the natural charge from an NBO analysis.
Positions of all 19 atoms, in Å:
C  -0.6961  1.4172  -1.6253  -0.62
C  0.2358  2.6447  -1.6380  -0.62
H  -1.5137  1.6499  -0.9298  0.22
H  -1.2014  1.3828  -2.6389  0.20
H  -0.1024  0.5156  -1.5779  0.22
H  1.0347  2.4457  -0.9275  0.20
H  -0.1777  3.6158  -1.4669  0.21
H  0.8742  2.8093  -2.5207  0.20
C  0.0179  -0.9659  1.4341  -0.41
C  1.4226  -1.2316  0.9534  -0.61
C  -1.0130  -2.0307  1.0373  -0.61
H  0.0192  -0.7980  2.4903  0.20
H  -0.3645  -0.0394  0.9709  0.20
H  1.5995  -1.4735  -0.1076  0.21
H  -0.6022  -3.0259  0.8197  0.20
H  -1.7806  -2.2157  1.7872  0.21
H  -1.6099  -1.6748  0.1758  0.20
H  1.9350  -0.2602  0.9900  0.21
H  2.0001  -1.8764  1.6124  0.21

Its HOMO-LUMO gap is 12.3 eV. As for the total charge: 0. The calculation puts the molar mass at 74.2 g/mol.

Arrangement iv

Entry from OMol25: a cluster of 2 separate species, C5H14 in total (the ωB97M-V functional and the def2-TZVPD basis).

Each line ends with the natural charge from an NBO analysis.
Positions of all 19 atoms, in Å:
C  1.3205  -1.5563  1.5073  -0.40
C  1.0559  -0.8592  0.1866  -0.62
C  0.1773  -1.3899  2.5002  -0.60
H  1.5272  -2.6144  1.3211  0.20
H  2.2361  -1.1810  1.9748  0.20
H  0.5021  -1.5244  -0.4879  0.20
H  0.0859  -0.3197  2.7176  0.20
H  -0.7998  -1.7633  2.2013  0.21
H  1.9148  -0.6019  -0.4488  0.21
H  0.4921  0.0745  0.2486  0.20
H  0.4710  -1.8398  3.4504  0.21
C  -1.4730  2.0178  -1.3030  -0.60
C  -0.7759  1.3988  -2.5304  -0.60
H  -1.6864  3.0681  -1.4123  0.20
H  -2.4093  1.4946  -1.0950  0.20
H  -0.8449  1.8645  -0.4308  0.20
H  -1.2749  1.6766  -3.4375  0.20
H  0.2495  1.7346  -2.5707  0.20
H  -0.7684  0.3205  -2.3914  0.20

Its HOMO-LUMO gap is 12.5 eV. As for the total charge: 0. The calculation puts the molar mass at 74.2 g/mol.

Stability check: which of them is least stable? arrangement ii.

Arrangement i

Entry from OMol25: a cluster of 2 separate species, C5H14 in total (the ωB97M-V functional and the def2-TZVPD basis).

Each line ends with the natural charge from an NBO analysis.
Positions of all 19 atoms, in Å:
C  -0.6441  -0.4144  -0.9508  -0.38
C  -0.1454  -0.0733  -2.3489  -0.62
C  -1.8163  -1.3903  -1.1102  -0.62
H  0.2664  -0.9424  -0.3235  0.19
H  -0.8652  0.5306  -0.3730  0.20
H  -1.0071  -0.2288  -2.9955  0.20
H  -2.4607  -1.2376  -0.1884  0.21
H  -2.2564  -1.3991  -2.0630  0.20
H  0.8212  -0.6138  -2.6147  0.21
H  0.1212  0.9618  -2.3728  0.21
H  -1.4165  -2.3456  -1.0800  0.21
C  0.4809  0.7594  2.2115  -0.61
C  1.9981  1.0671  2.0753  -0.60
H  0.1166  1.7298  2.6261  0.20
H  0.1107  0.4647  1.2170  0.21
H  0.2864  -0.1026  2.7811  0.20
H  2.2179  1.6788  1.2697  0.20
H  2.3593  1.6695  2.8336  0.20
H  2.4668  0.1441  2.0221  0.20

Its HOMO-LUMO gap is 12.1 eV. As for the total charge: 0. The calculation puts the molar mass at 74.2 g/mol.

Arrangement ii

Entry from OMol25: a cluster of 2 separate species, C5H14 in total (the ωB97M-V functional and the def2-TZVPD basis).

Each line ends with the natural charge from an NBO analysis.
Positions of all 19 atoms, in Å:
C  1.2228  -2.1993  0.5526  -0.62
C  1.8870  -3.3736  -0.1652  -0.60
H  0.5867  -2.3061  1.4291  0.21
H  1.8331  -1.3527  0.5872  0.20
H  0.4779  -1.8028  -0.1133  0.20
H  2.3530  -3.0095  -1.0512  0.21
H  1.1913  -4.1907  -0.3786  0.21
H  2.6732  -3.6728  0.5844  0.20
C  -1.6265  2.3781  -0.2122  -0.42
C  -1.6370  0.8604  -0.0213  -0.63
C  -0.2255  2.8906  -0.1719  -0.61
H  -2.1460  2.7461  -1.1455  0.20
H  -2.2840  2.7597  0.5411  0.20
H  -2.0891  0.3515  -0.8306  0.21
H  0.3907  2.4379  0.6768  0.20
H  0.5046  2.5603  -0.9492  0.21
H  -2.3454  0.4305  0.6586  0.22
H  -0.5680  0.5085  0.0570  0.20
H  -0.1987  3.9839  -0.0478  0.21

Its HOMO-LUMO gap is 11.9 eV. As for the total charge: 0. The calculation puts the molar mass at 74.2 g/mol.

Stability check: which of them is least stable? arrangement i.

Arrangement i

Entry from OMol25: a cluster of 2 separate species, C5H14 in total (the ωB97M-V functional and the def2-TZVPD basis).

Each line ends with the natural charge from an NBO analysis.
Positions of all 19 atoms, in Å:
C  -1.5348  2.0726  0.3516  -0.61
C  -0.0134  1.7845  0.3247  -0.61
H  -1.8796  2.1844  1.3942  0.20
H  -1.6091  2.9884  -0.1560  0.21
H  -2.0599  1.2772  -0.1497  0.20
H  0.6055  2.6666  0.4480  0.20
H  0.3916  1.1694  1.1212  0.20
H  0.3326  1.4934  -0.6268  0.20
C  0.6927  -1.9427  -0.2217  -0.39
C  1.2019  -1.1920  -1.4974  -0.61
C  -0.1360  -1.2625  0.8293  -0.63
H  -0.0133  -2.7898  -0.4958  0.20
H  1.6030  -2.2979  0.2471  0.19
H  1.6633  -1.8393  -2.2266  0.22
H  -1.1169  -0.8811  0.4298  0.20
H  1.7768  -0.3301  -1.0850  0.21
H  0.3102  -0.6883  -1.8641  0.20
H  -0.2697  -1.9784  1.6847  0.21
H  0.0552  -0.4343  1.4925  0.21

Its HOMO-LUMO gap is 11.7 eV. As for the total charge: 0. The calculation puts the molar mass at 74.2 g/mol.

Arrangement ii

Entry from OMol25: a cluster of 2 separate species, C5H14 in total (the ωB97M-V functional and the def2-TZVPD basis).

Each line ends with the natural charge from an NBO analysis.
Positions of all 19 atoms, in Å:
C  0.6201  1.1453  0.8742  -0.40
C  1.8484  1.4911  1.7216  -0.61
C  -0.1962  2.3502  0.3914  -0.61
H  -0.1070  0.5113  1.3707  0.20
H  1.1182  0.5656  0.0625  0.19
H  2.7289  1.9537  1.2863  0.21
H  1.4100  2.1574  2.5054  0.19
H  -1.1701  2.0397  0.0101  0.21
H  0.2450  2.7804  -0.5168  0.20
H  2.1608  0.6277  2.3084  0.21
H  -0.2165  3.0538  1.2313  0.20
C  -0.6617  -2.0104  -1.9629  -0.61
C  -1.4580  -2.6958  -0.8600  -0.61
H  0.1223  -1.4149  -1.4914  0.20
H  -0.1380  -2.6202  -2.7114  0.21
H  -1.2954  -1.3388  -2.5458  0.20
H  -2.3610  -3.1019  -1.3254  0.20
H  -1.7352  -2.0299  -0.0272  0.20
H  -0.9147  -3.4644  -0.3209  0.20

Its HOMO-LUMO gap is 12.2 eV. As for the total charge: 0. The calculation puts the molar mass at 74.2 g/mol.

Stability check: which of them is least stable? arrangement i.